Entry 1:
This record from OMol25 describes C34H32ClCrF6IN6O3P as an isolated structure. The level of theory is wB97M-V/def2-TZVPD.

Positions of all 85 atoms, in Å:
Cr -0.49236 -0.09336 0.24930
C 3.18581 -1.02635 2.62787
O 3.10611 0.38311 2.24080
C 2.03799 0.49333 1.48259
N 1.30637 -0.53758 1.27974
C 1.89065 -1.65595 2.05738
C 0.93162 -2.16452 3.10834
C 0.07827 -1.30003 3.78719
C -0.79992 -1.79043 4.74349
C -0.81953 -3.14785 5.03737
C 0.04501 -4.01080 4.37743
C 0.91464 -3.52175 3.41251
C 1.71000 1.80324 0.88987
C 2.45883 2.94154 1.12265
C 2.05645 4.12005 0.51140
C 0.95695 4.10091 -0.33099
C 0.28195 2.90376 -0.52815
N 0.62726 1.77686 0.09999
C -0.82767 2.80221 -1.50107
N -1.27679 1.70026 -1.93358
C -2.38030 2.02292 -2.85611
C -2.30758 3.56311 -2.97329
O -1.34304 3.94863 -1.95488
C -2.23582 1.26937 -4.15744
C -1.04868 1.33856 -4.88348
C -0.91596 0.65584 -6.08370
C -1.97071 -0.10962 -6.56906
C -3.15227 -0.19309 -5.84538
C -3.28155 0.49441 -4.64342
H 3.24791 -1.06350 3.71175
H 4.08974 -1.43095 2.18043
H 2.13276 -2.46691 1.37128
H 0.09195 -0.23643 3.57246
H -1.45504 -1.11121 5.27357
H -1.49428 -3.52886 5.79244
H 0.04472 -5.06659 4.61433
H 1.57063 -4.20024 2.88037
H 3.32406 2.89533 1.76806
H 2.60323 5.03777 0.67816
H 0.62306 4.98752 -0.84943
H -3.31839 1.72056 -2.37870
H -3.24534 4.06074 -2.74423
H -1.93285 3.90401 -3.93738
H -0.22743 1.94873 -4.52241
H 0.00153 0.73699 -6.65184
H -1.87706 -0.62012 -7.51882
H -3.98464 -0.76882 -6.22867
H -4.21332 0.44433 -4.09140
Cl -6.54134 -2.24083 2.83970
C -5.30235 -1.33904 2.11042
C -5.56231 -0.01980 1.74478
C -4.58618 0.75859 1.15655
I -4.95761 2.69351 0.56939
C -3.27335 0.22209 0.93459
O -2.33286 0.89526 0.45997
C -3.03427 -1.17836 1.27647
N -1.79938 -1.64414 0.98174
C -1.53156 -2.91235 1.26276
C -2.46265 -3.76475 1.86731
C -3.71128 -3.29265 2.17943
C -4.02581 -1.95654 1.86802
H -6.54812 0.38473 1.92870
H -0.55344 -3.27973 0.99867
H -2.17341 -4.78458 2.07618
H -4.44893 -3.92916 2.64799
N -0.79308 -3.90639 -3.87784
C -0.43413 -2.44832 -3.79735
C -0.99044 -1.82118 -2.51069
N -0.03565 -0.92068 -1.86473
H -0.29165 -4.36779 -4.63771
H -1.79188 -4.04349 -4.03368
H -0.53891 -4.38415 -2.98591
H -0.80301 -1.95991 -4.69712
H 0.65261 -2.41594 -3.79084
H -1.24017 -2.61308 -1.80249
H -1.89749 -1.25502 -2.72694
H 0.04813 -0.06563 -2.40594
H 0.86432 -1.38662 -1.80147
F 0.87433 -3.07697 -0.58237
P 1.33233 -4.63332 -0.90950
F 1.62572 -4.12977 -2.44087
F -0.25409 -4.88205 -1.39576
F 1.68405 -6.11933 -1.28831
F 2.81241 -4.28066 -0.45919
F 0.89680 -5.02902 0.58182

For the HOMO energy (alpha / beta), the calculation gives -13.22 / -13.88 eV. As for the spin multiplicity: 6. Its expectation value of S² is 8.79. As for the charge: +2. The calculated total energy comes out at -125495.20986 eV. For the LUMO energy (alpha / beta), the calculation gives -5.8 / -7.8 eV.

Entry 2:
This record from OMol25 describes the molecule C5H8ClNS at a distorted geometry. The level of theory is wB97M-V/def2-TZVPD.

Positions of all 16 atoms, in Å:
C -0.25774 0.21276 1.00640
C -1.29721 1.10611 0.67414
C -0.01302 -1.04025 -1.16778
C 0.29160 0.24204 2.42244
C 1.00145 -0.51091 -2.12131
N 0.24187 -0.66859 0.11828
S -1.63648 -0.53467 -1.81203
Cl -1.65499 2.52092 1.60613
H -1.66120 1.06345 -0.35999
H -0.12605 -2.10477 -1.13106
H -0.16543 -0.67902 2.79339
H 0.00946 1.12817 2.92217
H 1.31328 0.31604 2.44807
H 1.00028 -1.04373 -3.05236
H 2.06733 -0.52526 -1.85116
H 0.88685 0.51770 -2.49533

For the HOMO energy (alpha / beta), the calculation gives -7.87 / -7.90 eV. As for the charge: 0. The calculated total energy comes out at -30157.78088 eV. For the LUMO energy (alpha / beta), the calculation gives -2.7 / -2.6 eV.

Entry 3:
This record from OMol25 describes a 2-piece molecular cluster, C5H16N4 overall at a distorted geometry. The level of theory is wB97M-V/def2-TZVPD.

Positions of all 25 atoms, in Å:
C 0.49322 -1.34177 2.60257
N 0.12439 -0.79538 1.31640
C -0.49334 -1.53373 0.46188
C -0.91529 -2.96240 0.73107
N -0.74926 -1.06242 -0.77911
H -0.37127 -1.68380 3.18559
H 1.18731 -2.18757 2.52118
H 0.99281 -0.56010 3.17593
H -0.04351 -3.57139 0.97327
H -1.41823 -3.40417 -0.12674
H -1.58992 -2.99775 1.58762
H -0.55728 -0.06747 -1.02364
H -1.39399 -1.56723 -1.36090
C -0.26463 2.15367 -2.72106
N -0.18248 1.66611 -1.36541
C 1.10613 1.83814 -0.71618
N 0.57064 1.95745 0.66155
H 0.35304 1.54256 -3.39318
H 0.07185 3.19802 -2.83981
H -1.29532 2.07702 -3.07087
H -0.62068 2.11507 -0.30036
H 1.61303 2.78335 -0.98060
H 1.76273 0.96544 -0.86499
H 0.41124 0.99773 1.04047
H 1.20884 2.44063 1.28535

For the HOMO energy, the calculation gives -8.28 eV. As for the charge: 0. As for the structure (SMILES): C/N=C(\C)N.CNCN. The calculated total energy comes out at -11403.38850 eV. For the LUMO energy, the calculation gives 1.1 eV.

Entry 4:
This record from OMol25 describes a 21-piece molecular cluster, C21H42Cl42 overall at a distorted geometry. The level of theory is wB97M-V/def2-TZVPD.

Positions of all 105 atoms, in Å:
C -2.78625 -3.46398 -3.19190
Cl -4.01095 -2.33517 -3.71699
Cl -3.52764 -4.57416 -2.02342
H -2.47229 -3.95532 -4.12075
H -1.98551 -2.83457 -2.77338
C 1.19029 -4.90029 5.05270
Cl 0.15354 -3.75881 5.92189
Cl 0.44101 -6.28802 4.32886
H 1.66929 -4.35709 4.20440
H 1.98207 -5.26774 5.79801
C 5.04524 1.09658 -1.90578
Cl 4.06122 -0.19824 -1.16465
Cl 4.33877 2.69880 -1.97010
H 5.99318 1.06253 -1.33384
H 5.33671 0.84038 -2.96394
C -0.34015 3.71460 -4.59210
Cl -1.81596 4.71322 -4.24679
Cl -0.47163 3.11683 -6.24032
H 0.51700 4.42521 -4.52982
H -0.22726 2.83868 -3.93244
C -6.35161 -2.22648 3.65685
Cl -7.32109 -1.26545 2.50940
Cl -6.85341 -3.93062 3.69979
H -5.33531 -2.23944 3.21733
H -6.49661 -1.76992 4.64582
C -0.80996 0.91061 -0.07570
Cl -1.65261 -0.56349 -0.67207
Cl 0.14377 1.74218 -1.37378
H -1.53796 1.65788 0.26532
H -0.06923 0.51240 0.62580
C -5.15077 -0.69339 -0.45981
Cl -4.71811 0.55155 0.77104
Cl -6.52491 -0.16826 -1.45620
H -4.26109 -0.91785 -1.15019
H -5.48971 -1.57097 -0.01070
C 2.57939 -0.85265 -4.58152
Cl 4.30949 -1.31276 -4.78240
Cl 2.45514 0.75015 -5.35356
H 1.97661 -1.55451 -5.15795
H 2.28192 -0.84531 -3.56181
C -0.73579 -0.39906 -5.42582
Cl -0.58627 -0.68807 -3.71426
Cl -1.03979 -1.92737 -6.34282
H -1.54153 0.31758 -5.58664
H 0.20036 0.06380 -5.68699
C -0.91519 2.58305 4.29435
Cl -2.13705 1.35591 3.91590
Cl 0.17950 2.90687 2.82751
H -1.40231 3.53020 4.45835
H -0.31054 2.40568 5.21385
C -4.51405 2.03810 -3.84557
Cl -5.36534 1.49066 -5.30037
Cl -2.94153 1.21189 -3.50572
H -4.37942 3.09712 -3.97988
H -5.17596 1.81745 -2.99810
C 2.96292 0.38229 2.40829
Cl 4.75259 0.27638 2.40155
Cl 2.23291 -1.13906 1.98094
H 2.64957 0.72106 3.39734
H 2.67824 1.11463 1.59299
C 2.02673 -0.85140 6.77943
Cl 0.80864 -0.82931 8.04398
Cl 1.35837 -0.26755 5.27644
H 2.88509 -0.30781 7.15635
H 2.34660 -1.87789 6.60106
C 4.40019 5.02453 0.82697
Cl 6.03384 4.34860 0.86618
Cl 3.21980 4.07235 1.76674
H 4.34866 6.00561 1.22669
H 4.11685 4.97287 -0.22676
C 1.35503 -4.42291 -0.28069
Cl 0.18646 -5.79642 -0.53776
Cl 0.83617 -3.02807 -1.23050
H 1.36307 -4.25393 0.73970
H 2.33624 -4.68406 -0.68822
C 5.18565 -3.77739 1.47448
Cl 3.69172 -4.40576 2.14009
Cl 5.39473 -4.06737 -0.28504
H 5.18090 -2.68354 1.61809
H 5.98710 -4.33287 2.03411
C 1.92046 5.77471 4.43739
Cl 0.47588 6.23478 5.37773
Cl 2.84682 4.51017 5.19433
H 1.62533 5.39878 3.49314
H 2.58848 6.63402 4.50029
C 1.52202 -5.18209 -6.12340
Cl 3.19626 -5.70167 -6.00339
Cl 0.98635 -4.58516 -4.55017
H 1.47250 -4.38963 -6.83124
H 0.92781 -6.00306 -6.32663
C 0.04040 5.14621 -0.62057
Cl 1.41897 4.92780 -1.71416
Cl 0.01760 6.77250 0.05509
H -0.77604 4.96850 -1.20823
H 0.18498 4.53037 0.24406
C -4.21300 4.09669 0.57745
Cl -2.91490 4.36216 1.71163
Cl -3.60371 4.05658 -1.08476
H -4.74776 3.18128 0.87347
H -4.89699 4.92736 0.64340
C -2.01446 -3.81744 2.13781
Cl -0.61696 -2.86528 2.58877
Cl -3.42368 -2.90749 1.51080
H -1.61079 -4.51419 1.33747
H -2.34332 -4.33979 3.01810

For the HOMO energy, the calculation gives -10.52 eV. As for the charge: 0. The calculated total energy comes out at -548401.00594 eV. For the LUMO energy, the calculation gives 0.1 eV.

Entry 5:
This record from OMol25 describes C5H6Li2O4 as an isolated structure at a distorted geometry. The level of theory is wB97M-V/def2-TZVPD.

Positions of all 17 atoms, in Å:
O -2.80807 0.44260 1.23656
C -1.95078 -0.49184 1.12953
O -2.22591 -1.68337 0.97237
O -0.69003 -0.03153 1.23481
C 0.41267 -0.94640 1.13333
C 1.68091 -0.17606 1.33721
Li -4.14509 -1.01740 0.99369
H 0.38588 -1.43269 0.14883
H 0.28821 -1.72665 1.89998
H 1.70105 0.39108 2.27427
H 1.96432 0.43160 0.47170
Li -1.52375 1.85156 1.53875
C 3.10631 -1.54352 1.42633
C 4.35319 -1.00166 1.01619
O 4.80631 0.01434 0.63715
H 2.84242 -2.41351 0.81235
H 3.12952 -1.85622 2.47686

For the HOMO energy (alpha / beta), the calculation gives -9.89 / -13.95 eV. As for the spin multiplicity: 2. Its expectation value of S² is 0.76. As for the charge: +1. The calculated total energy comes out at -13876.86632 eV. For the LUMO energy (alpha / beta), the calculation gives -3.9 / -3.9 eV.

Entry 6:
This record from OMol25 describes a 5-piece molecular cluster, C27H60INO8 overall at a distorted geometry. The level of theory is wB97M-V/def2-TZVPD.

Positions of all 97 atoms, in Å:
H 3.81229 2.01707 -3.21329
N 2.93183 1.53491 -3.01699
C 3.12491 0.60181 -2.17776
C 4.44313 0.18110 -1.57521
C 4.50619 0.19940 -0.04363
C 5.73122 -0.58372 0.47703
C 7.02820 -0.56358 -0.34364
O 8.12778 -0.48348 0.55796
C 9.21587 0.27399 0.06001
C 10.39558 0.12305 1.01772
C 3.24957 -0.51135 0.54860
O 2.26722 0.44991 0.85114
C 0.92379 0.04294 0.69714
C 0.05367 1.23898 1.05687
O 4.46294 1.54517 0.49691
C 5.32422 2.44348 0.02785
O 6.51606 2.38373 0.03369
I 4.33939 4.21010 -0.67710
H 2.25079 0.00860 -1.89860
H 4.60424 -0.86798 -1.85766
H 5.24612 0.75590 -2.04451
H 5.94738 -0.27874 1.50255
H 5.39496 -1.62676 0.53084
H 7.12874 -1.50616 -0.89506
H 7.07715 0.28101 -1.03099
H 8.93455 1.32970 -0.02534
H 9.49390 -0.07189 -0.94571
H 10.96729 1.04754 1.09502
H 11.05290 -0.69257 0.70925
H 10.00539 -0.12891 2.00551
H 2.87881 -1.27289 -0.14247
H 3.56903 -0.96306 1.49703
H 0.69307 -0.25051 -0.33670
H 0.66656 -0.79612 1.35864
H 0.45942 2.11886 0.54706
H 0.10835 1.44993 2.12702
H -0.97979 1.09208 0.74302
C -3.61307 2.29375 3.27510
C -4.34127 1.90197 2.00161
O -4.21901 0.53188 1.66286
C -4.71138 -0.39273 2.61640
C -6.19040 -0.23425 2.92140
H -2.55625 2.03314 3.20135
H -3.69756 3.36845 3.43909
H -4.02005 1.79322 4.15463
H -3.91173 2.43750 1.15433
H -5.39663 2.19467 2.05765
H -4.12128 -0.34717 3.53896
H -4.52998 -1.37332 2.17605
H -6.41368 0.73194 3.37613
H -6.51764 -1.00919 3.61506
H -6.77444 -0.31671 2.00365
C 0.39862 -2.89650 6.91537
C -0.19474 -2.82349 5.51911
O 0.40371 -1.84773 4.68534
C 1.78808 -2.00523 4.43474
C 2.14316 -3.31276 3.74641
H 0.33720 -1.92540 7.40800
H -0.14964 -3.62512 7.51337
H 1.44554 -3.20218 6.90203
H -1.24319 -2.53151 5.58136
H -0.16929 -3.80875 5.03959
H 2.36234 -1.88147 5.35970
H 2.05901 -1.17063 3.78567
H 1.90584 -4.18099 4.36207
H 3.21119 -3.34700 3.52683
H 1.58967 -3.40568 2.81031
C -10.35605 0.16071 -2.25928
C -10.73374 1.31972 -1.35285
O -10.25581 1.19758 -0.02571
C -8.85020 1.12045 0.12378
C -8.09630 2.32989 -0.40211
H -10.71140 -0.78229 -1.84197
H -10.80659 0.29734 -3.24291
H -9.27718 0.08244 -2.39901
H -11.81829 1.37003 -1.25546
H -10.41139 2.27056 -1.79261
H -8.46521 0.20079 -0.33230
H -8.68425 1.03263 1.19779
H -8.21768 2.45460 -1.47883
H -7.02993 2.21689 -0.20108
H -8.45008 3.24050 0.08344
C 0.33887 0.72320 -5.37287
C 1.53174 -0.19504 -5.56215
O 1.22335 -1.43112 -6.18897
C 0.67510 -1.34815 -7.49040
C 1.57498 -0.66037 -8.50315
H -0.44056 0.22224 -4.79621
H 0.65256 1.61693 -4.83460
H -0.09561 1.03562 -6.32400
H 1.93754 -0.46413 -4.58993
H 2.33267 0.32116 -6.10378
H -0.30858 -0.86508 -7.46444
H 0.50962 -2.38280 -7.79232
H 1.75406 0.38503 -8.24927
H 1.11118 -0.68603 -9.48989
H 2.54126 -1.16354 -8.55927

For the HOMO energy, the calculation gives -9.51 eV. As for the charge: 0. As for the structure (SMILES): [H]/N=C\C[C@](CCOCC)(COCC)OC(=O)I.CCOCC.CCOCC.CCOCC.CCOCC. The calculated total energy comes out at -54939.26286 eV. For the LUMO energy, the calculation gives 0.4 eV.

calculated total energy of number 1 (C34H32ClCrF6IN6O3P)? -125495.20986 eV